# 1
16
Properties=species:S:1:pos:R:3:mulliken_charge:R:1 method="wB97M-V/def2-TZVPD" lumo_ev=0.82 largest_force_ev_per_a=1.59 gap_ev=10.1 energy_ev=-8299.942 charge=0 de_lowest_kcal_mol=36.0
O 1.84 1.60 -0.35 -0.450
N 1.48 -0.32 0.90 -0.507
N -1.46 0.27 -0.51 -0.531
C 1.57 0.94 0.78 0.295
C -2.71 0.25 0.23 -0.775
C 1.79 -1.22 -0.20 -0.847
H 1.41 1.64 1.62 0.350
H 1.76 1.03 -1.12 0.301
H -3.53 0.55 -0.42 0.297
H -1.51 -0.41 -1.27 0.226
H -2.66 0.94 1.07 0.260
H 2.55 -0.82 -0.88 0.352
H -0.72 -0.07 0.11 0.261
H 2.20 -2.15 0.21 0.256
H 0.89 -1.47 -0.77 0.248
H -2.91 -0.76 0.61 0.262

# 2
16
Properties=species:S:1:pos:R:3:mulliken_charge:R:1 method="wB97M-V/def2-TZVPD" lumo_ev=0.87 largest_force_ev_per_a=4.47 gap_ev=8.7 energy_ev=-8298.133 charge=0 de_lowest_kcal_mol=77.7
O -4.01 -1.89 0.79 -0.519
N 3.53 1.87 -0.74 -0.384
N -2.46 0.11 0.44 -0.424
C -2.67 -1.31 0.40 -0.411
C 1.85 0.11 -0.75 -0.790
C 2.54 1.16 -0.18 0.170
H 3.73 1.89 -1.73 0.193
H -1.84 0.44 1.14 0.223
H -2.08 -1.79 1.17 0.284
H 1.82 -0.85 -0.22 0.202
H 2.78 1.00 0.85 0.214
H 4.05 2.45 -0.09 0.205
H -2.35 -1.79 -0.50 0.292
H 1.56 -0.10 -1.88 0.193
H -3.90 -1.78 1.77 0.336
H -2.56 0.50 -0.45 0.216

# 3
16
Properties=species:S:1:pos:R:3:mulliken_charge:R:1 method="wB97M-V/def2-TZVPD" lumo_ev=0.85 largest_force_ev_per_a=5.09 gap_ev=10.0 energy_ev=-8297.994 charge=0 de_lowest_kcal_mol=80.9
O 0.25 -2.47 1.03 -0.541
N -0.30 1.04 -2.03 -0.509
N -0.30 0.42 1.92 -0.566
C -0.29 0.18 0.40 -0.148
C 0.24 1.23 -0.64 -0.419
C 0.40 -1.19 0.00 -0.435
H 1.40 1.46 -0.48 0.269
H -1.33 0.01 0.09 0.286
H -0.16 -1.60 -0.89 0.261
H 0.65 0.48 2.29 0.265
H 0.27 1.61 -2.76 0.223
H -0.70 -2.25 1.39 0.261
H -0.69 -0.36 2.45 0.284
H 1.46 -1.04 0.11 0.309
H -0.59 0.18 -2.53 0.213
H -0.32 2.29 -0.35 0.248

# 4
16
Properties=species:S:1:pos:R:3:mulliken_charge:R:1 method="wB97M-V/def2-TZVPD" lumo_ev=0.61 largest_force_ev_per_a=3.66 gap_ev=9.3 energy_ev=-8296.776 charge=0 de_lowest_kcal_mol=109.0
O 1.24 0.04 -1.43 -0.557
N 0.19 0.39 0.71 -0.620
N -1.12 -2.23 0.44 -0.589
C 0.16 -0.20 -0.53 0.378
C 0.12 -1.75 -0.12 -0.899
C -0.09 2.37 0.44 -0.904
H 2.06 0.02 -0.91 0.358
H 0.81 1.43 0.75 0.272
H 0.32 3.08 1.15 0.351
H -1.90 -2.10 -0.19 0.242
H -1.17 2.33 0.56 0.266
H 0.33 -2.27 -1.05 0.354
H -0.74 -0.01 -1.13 0.310
H -1.33 -1.74 1.31 0.277
H 0.94 -1.95 0.58 0.436
H 0.18 2.60 -0.59 0.326

# 5
17
Properties=species:S:1:pos:R:3:mulliken_charge:R:1 method="wB97M-V/def2-TZVPD" lumo_ev=0.71 largest_force_ev_per_a=2.21 gap_ev=10.1 energy_ev=-10347.656 charge=0 de_lowest_kcal_mol=42.2
O 0.22 -2.27 -2.63 -0.518
O -1.25 -1.74 3.69 -0.636
N 0.73 2.30 0.01 -0.638
N 0.77 -0.74 -1.01 -0.160
C -0.15 1.13 0.25 -0.447
C 1.04 -1.68 -1.98 -0.041
C -0.24 0.31 -1.06 -0.341
H -1.15 1.54 0.46 0.301
H 1.48 -0.72 -0.30 0.246
H 0.73 2.57 -0.97 0.232
H -1.71 -2.26 3.06 0.316
H -1.91 -1.21 4.16 0.318
H -1.24 -0.11 -1.10 0.285
H 2.11 -1.86 -2.14 0.352
H -0.01 0.95 -1.90 0.238
H 0.38 3.19 0.35 0.227
H 0.18 0.58 1.12 0.267

# 6
17
Properties=species:S:1:pos:R:3:mulliken_charge:R:1 method="wB97M-V/def2-TZVPD" lumo_ev=0.72 largest_force_ev_per_a=2.03 gap_ev=10.1 energy_ev=-10348.390 charge=0 de_lowest_kcal_mol=25.3
O 3.91 2.11 1.84 -0.640
O -2.49 -0.85 -0.33 -0.633
N -0.41 -0.56 0.54 -0.221
N 0.54 0.16 -2.10 -0.637
C -0.89 -0.11 -1.85 -0.246
C -0.80 -0.74 1.92 -0.902
C -1.33 -0.51 -0.45 0.391
H 0.63 0.59 -3.01 0.221
H 1.12 -0.66 -2.06 0.221
H 4.51 2.44 2.52 0.318
H -0.09 -1.38 2.47 0.299
H -0.91 0.18 2.49 0.286
H 0.48 -0.09 0.46 0.282
H 4.44 1.62 1.20 0.321
H -1.14 -0.97 -2.49 0.242
H -1.72 -1.32 1.99 0.348
H -1.58 0.62 -2.25 0.350